This record from the Open Molecules 2025 dataset describes a 11-piece molecular cluster, C31H47Cl16N3 overall. The level of theory is ωB97M-V/def2-TZVPD.

XYZ file:
```
97
Properties=species:S:1:pos:R:3:forces:R:3
C -29.458542 7.342741 -17.270128 0.346 0.125 1.292
C -29.600866 8.333955 -16.310594 -0.580 0.282 -0.172
C -30.833227 8.962513 -16.224096 -0.120 0.043 0.154
N -31.900496 8.626034 -16.945159 0.090 -0.204 -0.031
C -31.784708 7.576258 -17.768237 0.245 0.387 0.655
C -30.580661 6.896204 -17.942662 0.059 0.036 -0.609
H -28.468689 6.907898 -17.321968 -0.222 -0.437 -0.478
H -28.834454 8.622422 -15.603649 0.278 -0.029 -0.277
H -30.969087 9.762982 -15.505208 -0.114 0.059 -0.068
H -32.727232 7.304903 -18.224532 0.198 -0.302 -0.368
H -30.475326 6.058088 -18.619316 -0.252 0.027 -0.075
C -25.061226 10.205163 -7.384604 -0.340 0.074 0.430
C -25.828867 9.084205 -7.631061 -0.422 0.176 -0.146
C -26.370947 8.955545 -8.900797 0.292 0.309 -0.365
N -26.160990 9.844333 -9.875554 0.011 -0.340 -0.331
C -25.339685 10.875575 -9.652166 -1.000 -0.505 -0.005
C -24.817244 11.109921 -8.404907 1.131 -0.054 0.300
H -24.736673 10.406853 -6.370808 0.311 -0.030 -0.111
H -26.089066 8.377558 -6.855384 0.158 -0.056 0.004
H -26.979103 8.101207 -9.167854 -0.141 -0.037 0.051
H -25.198943 11.545309 -10.492766 0.163 0.074 0.085
H -24.102059 11.905880 -8.258565 -0.275 0.196 0.105
C -20.843323 12.330567 -16.533126 -0.461 0.683 -0.351
C -20.472885 11.884681 -15.277243 -0.084 0.038 0.122
C -21.293129 12.200560 -14.200884 -0.266 -0.082 0.533
N -22.426605 12.889848 -14.278352 0.407 0.846 -0.656
C -22.671662 13.436389 -15.480044 -0.679 -0.201 0.110
C -21.962446 13.171723 -16.630805 0.506 -0.491 0.374
H -20.285485 12.125648 -17.437747 0.196 -0.182 0.137
H -19.573973 11.318763 -15.075428 0.042 -0.057 -0.242
H -21.038343 11.922673 -13.182222 0.156 -0.385 -0.135
H -23.513398 14.115654 -15.577115 -0.147 -0.128 0.358
H -22.317435 13.627288 -17.543518 0.289 -0.111 -0.193
Cl -22.082359 6.383596 -18.654590 -0.147 -0.398 0.133
C -20.931120 7.675030 -18.324358 0.961 0.459 0.392
C -21.555963 8.828623 -17.528764 0.011 -1.002 -0.910
Cl -22.245517 8.277896 -15.995938 -0.056 -0.232 0.429
H -20.552507 7.941012 -19.311144 -0.274 0.646 0.088
H -20.032076 7.343199 -17.797976 -0.407 -0.623 0.150
H -22.378184 9.192227 -18.142534 0.100 0.713 0.336
H -20.782349 9.524340 -17.223854 -0.143 0.405 -0.510
Cl -27.133545 8.013335 -19.814552 0.297 0.040 0.041
C -25.595514 7.457748 -19.075520 -0.468 -0.540 0.201
C -25.456582 7.875992 -17.635300 -0.003 0.376 -0.233
Cl -25.204394 9.643671 -17.443268 0.064 0.015 -0.063
H -24.778106 7.741860 -19.727066 0.088 0.235 0.091
H -25.644071 6.366647 -19.042349 -0.016 0.025 -0.203
H -24.598136 7.372177 -17.201169 0.048 0.058 0.123
H -26.348199 7.645621 -17.063498 0.018 -0.091 0.025
Cl -25.069092 15.835787 -12.299652 -0.022 -0.014 -0.107
C -23.372491 15.375974 -12.016937 0.047 0.182 0.848
C -23.242202 14.060881 -11.262872 -0.123 -0.207 -0.637
Cl -24.015266 14.121788 -9.659067 0.153 0.342 0.044
H -22.941697 16.145834 -11.376858 -0.062 0.134 -0.129
H -22.860412 15.403285 -12.972660 0.037 -0.420 -0.023
H -22.188280 13.823845 -11.131383 0.021 0.072 0.103
H -23.711732 13.225173 -11.775177 0.013 0.134 -0.239
Cl -30.990914 8.242340 -10.694837 0.350 0.096 0.108
C -29.599657 9.402905 -10.529835 -0.800 -0.569 -0.178
C -29.928924 10.667951 -11.318037 0.618 -1.031 0.752
Cl -29.840436 10.304379 -13.048357 0.166 0.241 -0.270
H -28.720810 8.881006 -10.896659 0.038 0.169 -0.182
H -29.481133 9.545591 -9.459216 -0.061 0.398 -0.022
H -29.164863 11.390782 -11.034910 -0.244 0.357 -0.322
H -30.948785 10.968596 -11.110712 0.087 0.353 0.130
Cl -26.574493 12.952534 -13.928594 -0.223 -0.389 0.069
C -26.553765 13.256663 -15.702863 0.152 0.499 0.497
C -27.949808 13.571082 -16.214476 0.511 0.035 0.503
Cl -28.959307 12.120505 -16.320840 -0.067 -0.085 0.024
H -26.043602 12.426168 -16.181492 -0.131 -0.031 -0.105
H -25.935649 14.153271 -15.688965 -0.038 0.029 -0.735
H -27.939599 14.040651 -17.193852 0.172 -0.039 -0.054
H -28.366595 14.260849 -15.482843 -0.380 -0.032 -0.191
Cl -25.507887 4.919939 -15.557858 -0.165 -0.089 -0.060
C -23.740338 4.780741 -15.427252 0.593 -0.336 -0.148
C -23.224033 5.355561 -14.124628 -0.294 0.821 0.519
Cl -23.903898 4.413581 -12.769416 0.127 -0.148 0.208
H -23.346171 5.212263 -16.345312 0.249 0.451 0.319
H -23.471370 3.725771 -15.469633 -0.259 -0.067 0.074
H -23.529560 6.382295 -13.914047 -0.368 -0.077 -0.431
H -22.145965 5.399430 -13.971322 0.079 -0.587 -0.535
Cl -23.579827 8.741487 -12.473252 0.052 0.171 0.155
C -24.552622 9.881751 -13.452940 0.287 -0.339 -1.061
C -26.025637 9.538671 -13.441075 0.441 1.088 0.289
Cl -26.373074 7.970350 -14.188057 0.069 -0.086 0.296
H -24.164297 9.805708 -14.471462 -0.008 -0.115 0.047
H -24.340097 10.905667 -13.150034 -0.249 -0.067 0.411
H -26.520079 10.301721 -14.039061 -0.163 -0.113 0.023
H -26.363094 9.630015 -12.407024 -0.392 -0.549 -0.118
Cl -20.376146 7.229497 -10.926828 -0.087 -0.044 0.021
C -19.958272 8.109435 -12.404907 0.158 0.986 -0.196
C -18.614483 8.824481 -12.281183 -0.436 -0.667 0.392
Cl -17.303973 7.641160 -12.051616 0.256 0.101 -0.133
H -20.692695 8.907337 -12.541053 -0.210 -0.263 0.003
H -20.022408 7.428387 -13.247877 0.171 -0.056 -0.003
H -18.644560 9.451619 -11.392639 0.116 0.050 -0.042
H -18.394853 9.433604 -13.154093 -0.025 -0.098 -0.102
```
Forces are in eV/Å.

Calculated values
- energy above the lowest of the compared OMol25 structures with the same formula, charge and spin (kcal per mole) = 0.0
- HOMO level (eV) = -9.15

=====

This record from the Open Molecules 2025 dataset describes a 9-piece molecular cluster, C26H59ClF2N12O18S2 overall. The level of theory is ωB97M-V/def2-TZVPD.

XYZ file:
```
120
Properties=species:S:1:pos:R:3:forces:R:3
C 2.954035 2.474943 -0.453443 -0.754 0.068 -0.079
C 1.764086 1.992795 -1.323211 0.791 0.622 0.965
N 0.546511 2.162025 -0.551520 0.014 0.466 -0.778
C -0.671982 1.699129 -1.132614 -1.008 -0.100 0.761
F -1.575306 1.757725 -0.003618 0.256 -0.133 0.141
N -1.197206 2.573743 -2.123273 0.641 -0.384 0.399
C -2.666637 2.721148 -2.153339 0.619 0.958 -1.471
C -3.064051 3.308912 -3.539016 -0.571 -1.038 0.910
N -3.876700 2.307331 -4.253959 0.234 0.385 -0.261
C -0.755830 0.173092 -1.486618 0.490 0.723 -0.227
O -0.049533 -0.401689 -0.390947 -0.247 -0.320 -0.407
C -0.217369 -1.734654 -0.060216 -0.126 -0.211 1.137
F 0.606171 -2.536754 -0.832937 -0.089 0.097 -0.410
C -1.636431 -2.268221 0.031578 -0.609 -0.544 -0.141
C -1.890881 -3.079420 1.305961 1.117 -0.336 0.006
C -0.814878 -4.163059 1.615692 -0.903 0.256 0.195
S -0.480350 -5.309930 0.220904 0.137 0.240 0.119
C 1.276295 -5.586244 0.027115 0.017 0.139 -0.232
S 1.813683 -5.497276 -1.520558 -0.309 -0.376 -0.016
N 2.097990 -5.934005 1.091264 0.688 0.762 -0.442
C 2.169298 -4.885327 2.131236 -1.086 -0.264 0.674
C 3.314191 -5.114803 3.133048 -0.567 0.373 -0.463
O 3.651655 -6.472255 3.138530 0.305 -0.099 0.044
C 4.326452 -6.690736 1.898401 -0.167 0.254 0.220
C 3.466070 -6.250305 0.681097 0.872 -0.293 0.927
C -0.216631 -0.317179 -2.852927 -0.728 -0.091 -0.359
Cl -1.223012 -1.797912 -3.290801 0.146 0.046 0.244
C -0.312098 0.565893 -4.102387 0.589 -0.197 -0.629
C 0.946957 1.373109 -4.460736 -0.578 0.077 -0.250
H 3.201325 3.496359 -0.725321 0.326 0.035 -0.055
H 3.813544 1.818682 -0.532462 0.157 0.073 -0.047
H 2.633064 2.531163 0.585587 0.150 -0.212 0.166
H 1.717780 2.682872 -2.155807 -0.098 -0.352 -0.496
H 1.968475 0.969191 -1.643489 -0.282 -0.082 -0.181
H 0.629415 1.865368 0.407735 -0.072 -0.388 -0.121
H -0.757951 3.472686 -1.963122 -0.131 0.055 -0.034
H -3.167021 1.765266 -2.059179 -0.017 -0.074 0.391
H -2.971497 3.452758 -1.407989 -0.220 -0.427 0.428
H -3.691002 4.179525 -3.357347 0.181 -0.134 -0.256
H -2.159803 3.587587 -4.077236 0.021 0.291 -0.046
H -3.285588 1.513276 -4.484319 -0.118 -0.052 -0.013
H -4.143308 2.720123 -5.143607 -0.073 -0.159 -0.021
H -1.823813 -0.034084 -1.470779 -0.077 -0.251 0.179
H 0.213800 -1.829948 0.941387 0.173 0.391 0.023
H -2.364696 -1.461475 0.034742 0.221 0.077 -0.180
H -1.885811 -2.926327 -0.791564 0.235 0.119 -0.393
H -2.855787 -3.565684 1.290279 -0.260 0.250 -0.160
H -1.856705 -2.404846 2.166143 -0.139 -0.019 0.132
H 0.056601 -3.644537 1.983744 0.258 -0.192 -0.239
H -1.225864 -4.768987 2.419428 0.223 -0.031 0.248
H 1.243797 -4.932823 2.697481 0.006 -0.172 0.043
H 2.181045 -3.886270 1.680668 0.409 0.009 -0.090
H 4.168687 -4.482634 2.863571 0.213 -0.126 0.053
H 2.957641 -4.802969 4.110232 0.125 -0.178 0.229
H 5.231302 -6.080891 1.929146 -0.183 -0.344 -0.239
H 4.624765 -7.733561 1.836238 -0.254 -0.141 0.121
H 3.955880 -5.363976 0.270029 -0.175 -0.010 -0.446
H 3.505800 -7.064947 -0.026390 -0.312 0.135 -0.417
H 0.789900 -0.708421 -2.760484 0.112 -0.004 0.188
H -1.195382 1.187972 -4.139688 -0.092 0.151 0.350
H -0.431507 -0.112706 -4.942416 -0.062 -0.310 0.102
H 0.859210 2.409228 -4.150642 0.256 0.044 0.279
H 1.852223 0.898901 -4.092643 0.115 0.124 0.198
H 1.027783 1.386031 -5.546998 0.047 0.068 -0.069
C 6.174104 -6.522184 5.267802 -0.040 0.077 -0.223
N 7.532649 -6.083641 5.693373 -0.005 -0.004 -0.036
O 8.127854 -5.294008 4.981063 -0.012 -0.109 0.179
O 7.961876 -6.543594 6.732449 -0.014 0.120 -0.131
H 5.926924 -6.032870 4.333821 0.073 0.018 0.000
H 6.202210 -7.600681 5.144319 0.008 -0.005 0.099
H 5.479653 -6.235772 6.050158 0.016 -0.080 0.039
C 9.144230 -4.281821 1.966023 -0.046 0.149 0.176
N 8.117540 -5.139936 1.313146 0.000 0.011 0.080
O 7.038529 -5.248752 1.870002 0.472 0.162 -0.226
O 8.425552 -5.676413 0.271115 -0.099 0.050 0.155
H 8.724969 -3.880295 2.880852 -0.047 -0.092 -0.004
H 10.005918 -4.908210 2.175009 0.018 0.004 -0.088
H 9.397500 -3.490341 1.266729 0.061 -0.092 -0.075
C -4.542568 7.170438 -5.844815 -0.061 -0.448 -0.645
N -3.714420 6.061526 -5.298799 -0.022 0.044 -0.021
O -3.444734 5.130672 -6.037160 0.028 0.104 0.153
O -3.359688 6.159142 -4.140124 0.004 0.340 -0.334
H -4.780200 6.939885 -6.878432 0.064 -0.145 0.037
H -5.439150 7.232099 -5.243452 0.050 0.091 0.109
H -3.958976 8.074923 -5.771936 0.022 0.044 0.136
C -2.766029 1.128650 2.817157 -0.055 0.166 0.193
N -3.846674 0.242512 2.304308 -0.018 0.025 0.003
O -4.851933 0.122519 2.975841 0.147 -0.023 -0.157
O -3.637826 -0.299796 1.237261 -0.300 0.130 0.293
H -3.082981 1.542408 3.767599 -0.070 -0.069 -0.002
H -1.873668 0.519962 2.932051 0.020 0.018 -0.139
H -2.608236 1.909428 2.079027 0.092 -0.122 -0.074
C 4.727573 -3.433761 8.625138 0.001 0.073 0.153
N 3.655497 -4.271734 8.019746 -0.084 -0.031 0.056
O 2.608991 -4.374582 8.621785 0.151 -0.010 -0.167
O 3.910895 -4.799714 6.951497 -0.084 0.102 0.143
H 4.362328 -3.033071 9.563182 -0.064 -0.041 -0.017
H 5.591516 -4.073265 8.782568 0.020 0.011 -0.108
H 4.955575 -2.638428 7.921823 0.058 -0.077 -0.058
C -4.024350 10.701171 -2.501339 -0.108 -0.040 0.067
N -3.924375 9.707949 -3.605492 -0.017 -0.016 0.113
O -4.949749 9.174408 -3.987761 0.138 0.477 0.341
O -2.817524 9.491910 -4.060088 -0.179 0.026 -0.051
H -5.058819 10.790883 -2.199357 0.060 -0.120 -0.137
H -3.411378 10.338384 -1.681058 0.123 0.039 -0.082
H -3.647670 11.646545 -2.880363 0.114 -0.044 0.023
C -7.818901 13.321004 -0.454281 -0.203 -0.044 0.003
N -6.699664 12.510580 -1.006796 -0.152 0.057 0.046
O -6.973480 11.436150 -1.504626 0.003 0.156 0.099
O -5.584798 12.984753 -0.920206 -0.068 -0.099 -0.030
H -8.743605 12.775917 -0.601698 0.047 -0.053 -0.033
H -7.618676 13.474450 0.601809 0.076 0.077 -0.032
H -7.831383 14.265729 -0.989379 0.089 0.030 0.064
C -3.704140 -6.226102 -2.022174 -0.066 -0.099 -0.166
N -4.439996 -5.128017 -1.336794 -0.021 -0.019 -0.063
O -5.592624 -4.926669 -1.657068 0.187 0.013 0.110
O -3.819286 -4.504538 -0.496400 -0.256 -0.114 -0.156
H -4.370428 -6.690954 -2.739334 -0.056 0.056 0.026
H -2.843133 -5.782813 -2.515227 0.067 0.000 0.130
H -3.391617 -6.934011 -1.260125 0.106 0.086 0.027
```
Forces are in eV/Å.

Calculated values
- HOMO level (eV) = -7.67

=====

| no. | frontier orbital gap (eV) | maximum force (eV Å⁻¹) | E_LUMO (eV) |
| --- | --- | --- | --- |
| 1 | 9.07 | 1.42 | -0.1 |
| 2 | 7.24 | 1.86 | -0.4 |